No. 1
{"formula": "C24H66AsF6N6O6", "method": "wB97M-V/def2-TZVPD", "elements": ["As", "F", "F", "F", "F", "F", "F", "C", "C", "C", "O", "C", "N", "H", "H", "H", "H", "H", "H", "H", "H", "H", "H", "H", "C", "C", "C", "O", "C", "N", "H", "H", "H", "H", "H", "H", "H", "H", "H", "H", "H", "C", "C", "C", "O", "C", "N", "H", "H", "H", "H", "H", "H", "H", "H", "H", "H", "H", "C", "C", "C", "O", "C", "N", "H", "H", "H", "H", "H", "H", "H", "H", "H", "H", "H", "C", "C", "C", "O", "C", "N", "H", "H", "H", "H", "H", "H", "H", "H", "H", "H", "H", "C", "C", "C", "O", "C", "N", "H", "H", "H", "H", "H", "H", "H", "H", "H", "H", "H"], "coordinates": [[-1.09, 0.04, 1.06], [0.23, -0.04, 2.28], [-0.70, -1.59, 0.34], [-2.34, 0.43, -0.18], [-1.43, 1.60, 1.77], [0.28, 0.81, 0.08], [-2.28, -0.80, 2.07], [3.49, 1.45, 0.62], [3.00, 2.79, 1.06], [3.39, 3.87, 0.07], [2.72, 5.08, 0.31], [3.12, 6.08, -0.72], [1.56, 2.76, 1.33], [3.61, 0.81, 1.49], [4.45, 1.51, 0.11], [2.80, 0.97, -0.06], [3.24, 2.92, 2.11], [3.05, 3.46, -0.88], [4.47, 4.01, 0.08], [2.78, 5.83, -1.72], [4.19, 6.21, -0.86], [2.66, 7.05, -0.54], [1.57, 2.07, 2.06], [1.22, 2.18, 0.58], [-3.66, -5.28, -3.88], [-2.64, -4.45, -3.23], [-1.21, -5.10, -3.29], [-0.18, -4.49, -2.50], [-0.27, -4.53, -1.01], [-2.66, -3.16, -3.81], [-3.77, -6.26, -3.42], [-3.44, -5.35, -4.94], [-4.67, -4.90, -3.70], [-2.81, -4.32, -2.16], [-0.84, -5.06, -4.31], [-1.24, -6.13, -2.92], [0.59, -4.17, -0.43], [-0.41, -5.51, -0.56], [-1.12, -3.90, -0.76], [-1.95, -2.71, -3.25], [-2.22, -3.33, -4.71], [0.32, 1.38, -2.98], [0.32, 1.65, -4.42], [1.64, 1.22, -5.09], [2.74, 1.74, -4.31], [4.02, 1.15, -4.69], [-0.82, 0.97, -5.08], [0.19, 0.34, -2.70], [-0.52, 1.94, -2.57], [1.22, 1.81, -2.52], [0.18, 2.72, -4.55], [1.51, 1.51, -6.14], [1.69, 0.14, -5.03], [4.06, 0.07, -4.53], [4.74, 1.46, -3.94], [4.35, 1.51, -5.67], [-0.64, -0.02, -5.14], [-1.62, 0.93, -4.46], [-2.13, 4.00, 4.81], [-0.70, 3.70, 4.19], [0.04, 2.48, 4.73], [1.25, 2.20, 3.99], [2.03, 1.12, 4.46], [-0.67, 3.82, 2.78], [-2.02, 3.88, 5.89], [-2.82, 3.20, 4.56], [-2.60, 4.92, 4.46], [-0.27, 4.66, 4.49], [-0.67, 1.65, 4.75], [0.30, 2.65, 5.77], [2.76, 1.35, 5.24], [2.58, 0.59, 3.69], [1.42, 0.37, 4.96], [-0.90, 2.85, 2.58], [-1.52, 4.30, 2.54], [4.39, -2.29, 2.59], [3.77, -3.38, 1.68], [4.39, -3.31, 0.26], [4.19, -2.11, -0.51], [2.78, -1.73, -0.77], [4.06, -4.73, 2.11], [3.98, -2.38, 3.60], [4.39, -1.25, 2.26], [5.39, -2.68, 2.77], [2.70, -3.22, 1.59], [4.34, -4.18, -0.40], [5.47, -3.30, 0.41], [2.82, -1.04, -1.61], [2.17, -1.23, -0.01], [2.35, -2.71, -0.98], [4.07, -4.65, 3.12], [3.40, -5.46, 1.89], [-5.41, 2.19, 0.69], [-6.15, 0.98, 1.41], [-5.61, -0.28, 0.77], [-6.18, -1.51, 1.21], [-5.71, -2.65, 0.59], [-5.68, 1.21, 2.81], [-5.76, 3.17, 1.00], [-5.51, 2.29, -0.39], [-4.35, 1.96, 0.85], [-7.23, 1.15, 1.31], [-4.52, -0.26, 0.86], [-5.89, -0.19, -0.27], [-5.94, -2.71, -0.47], [-6.08, -3.56, 1.06], [-4.62, -2.69, 0.62], [-6.23, 0.58, 3.37], [-4.74, 0.86, 2.92]], "lowdin_spin": [0.000, 0.000, 0.000, 0.000, 0.000, 0.003, 0.000, 0.037, 0.042, 0.005, 0.004, 0.000, 0.479, 0.000, 0.007, 0.001, 0.001, 0.000, 0.000, 0.000, 0.000, 0.000, 0.009, 0.013, 0.000, 0.000, 0.000, 0.000, 0.000, 0.000, 0.000, 0.000, 0.000, 0.000, 0.000, 0.000, 0.000, 0.000, 0.000, 0.000, 0.000, 0.000, 0.000, 0.000, 0.000, 0.000, 0.000, 0.000, 0.000, 0.000, 0.000, 0.000, 0.000, 0.000, 0.000, 0.000, 0.000, 0.000, 0.031, 0.037, -0.001, -0.004, 0.000, 0.311, 0.003, 0.000, 0.000, 0.012, 0.000, 0.000, 0.000, 0.000, 0.000, 0.000, 0.010, 0.000, 0.000, 0.000, 0.000, 0.000, 0.000, 0.000, 0.000, 0.000, 0.000, 0.000, 0.000, 0.000, 0.000, 0.000, 0.000, 0.000, 0.000, 0.000, 0.000, 0.000, 0.000, 0.000, 0.000, 0.000, 0.000, 0.000, 0.000, 0.000, 0.000, 0.000, 0.000, 0.000, 0.000], "orbital_gap_ev": [9.2097, 4.7791], "relative_energy_kcal_mol": 11.6, "homo_energy_ev": [-8.96, -8.96], "spin_multiplicity": 2, "lumo_energy_ev": [0.25, -4.18], "s_squared": 0.757}

No. 2
{"formula": "C24H66N4O11", "method": "wB97M-V/def2-TZVPD", "elements": ["C", "O", "C", "C", "N", "C", "C", "O", "C", "H", "H", "H", "H", "H", "H", "H", "H", "H", "H", "H", "H", "H", "H", "H", "C", "O", "C", "C", "N", "C", "C", "O", "C", "H", "H", "H", "H", "H", "H", "H", "H", "H", "H", "H", "H", "H", "H", "H", "C", "O", "C", "C", "N", "C", "C", "O", "C", "H", "H", "H", "H", "H", "H", "H", "H", "H", "H", "H", "H", "H", "H", "H", "C", "O", "C", "C", "N", "C", "C", "O", "C", "H", "H", "H", "H", "H", "H", "H", "H", "H", "H", "H", "H", "H", "H", "H", "O", "H", "H", "O", "H", "H", "O", "H", "H"], "coordinates": [[3.12, -0.08, -1.15], [3.91, -0.07, 0.02], [5.27, -0.23, -0.33], [6.23, -0.05, 0.87], [6.63, 1.33, 1.03], [7.18, 1.61, 2.34], [7.81, 3.00, 2.46], [6.85, 4.01, 2.67], [6.65, 4.35, 4.03], [2.06, -0.08, -0.88], [3.27, -0.97, -1.78], [3.35, 0.81, -1.75], [5.54, 0.48, -1.12], [5.41, -1.26, -0.67], [7.11, -0.62, 0.56], [5.70, -0.48, 1.72], [5.86, 1.92, 0.74], [8.02, 0.94, 2.59], [6.52, 1.31, 3.16], [8.41, 3.14, 1.55], [8.59, 3.09, 3.22], [7.61, 4.35, 4.55], [6.01, 3.63, 4.54], [6.21, 5.34, 4.08], [-3.20, -0.72, 7.71], [-3.41, 0.52, 7.12], [-3.36, 0.54, 5.71], [-3.34, 2.02, 5.34], [-3.30, 2.22, 3.88], [-4.32, 1.44, 3.14], [-4.75, 2.06, 1.82], [-3.85, 1.90, 0.75], [-2.54, 2.42, 0.97], [-3.56, -1.63, 7.20], [-3.53, -0.66, 8.74], [-2.13, -0.98, 7.80], [-4.18, -0.03, 5.26], [-2.46, -0.02, 5.42], [-2.44, 2.54, 5.66], [-4.23, 2.52, 5.73], [-3.22, 3.17, 3.57], [-5.22, 1.39, 3.77], [-3.95, 0.43, 2.94], [-4.96, 3.13, 1.96], [-5.71, 1.63, 1.54], [-1.97, 1.80, 1.66], [-2.54, 3.42, 1.42], [-2.09, 2.56, -0.02], [-4.33, -2.06, -5.10], [-3.27, -1.32, -4.53], [-3.69, -0.02, -4.14], [-2.66, 0.67, -3.22], [-1.34, 0.62, -3.84], [-0.30, 1.22, -3.01], [-0.32, 2.74, -3.09], [-1.39, 3.22, -2.28], [-1.20, 4.50, -1.77], [-4.81, -1.67, -6.00], [-5.04, -2.20, -4.28], [-3.96, -3.02, -5.46], [-4.71, -0.01, -3.74], [-3.85, 0.59, -5.05], [-2.83, 0.33, -2.19], [-2.98, 1.72, -3.23], [-1.26, -0.39, -3.88], [0.65, 0.92, -3.46], [-0.24, 0.84, -1.99], [-0.40, 3.06, -4.13], [0.59, 3.15, -2.65], [-2.02, 4.96, -1.21], [-1.03, 5.28, -2.52], [-0.31, 4.52, -1.13], [-0.50, -5.49, -6.32], [-0.07, -4.78, -5.18], [-0.58, -3.50, -4.97], [0.18, -2.76, -3.87], [-0.34, -3.14, -2.54], [0.12, -4.40, -2.02], [0.86, -4.16, -0.69], [0.08, -3.29, 0.13], [0.63, -3.12, 1.41], [-0.54, -6.52, -5.95], [0.11, -5.41, -7.22], [-1.51, -5.17, -6.61], [-1.63, -3.47, -4.64], [-0.58, -2.92, -5.90], [-0.05, -1.71, -4.02], [1.27, -2.89, -3.89], [-0.33, -2.41, -1.85], [0.77, -4.91, -2.72], [-0.76, -5.00, -1.76], [1.83, -3.66, -0.85], [1.09, -5.10, -0.19], [1.49, -2.45, 1.38], [0.90, -4.08, 1.87], [-0.10, -2.77, 2.14], [-0.01, 0.04, 0.54], [0.19, -0.90, 0.45], [-0.98, 0.09, 0.59], [-0.08, 0.78, 3.99], [-0.81, 1.40, 4.08], [-0.35, 0.18, 3.29], [-2.61, -0.85, 0.38], [-2.47, -1.66, 0.89], [-3.57, -0.72, 0.38]], "lowdin_charge": [-0.117, -0.183, -0.233, -0.210, -0.064, -0.229, -0.228, -0.187, -0.113, 0.061, 0.085, 0.089, 0.122, 0.118, 0.116, 0.122, 0.119, 0.119, 0.119, 0.122, 0.111, 0.080, 0.085, 0.085, -0.137, -0.184, -0.222, -0.177, -0.085, -0.206, -0.238, -0.184, -0.079, 0.087, 0.088, 0.087, 0.113, 0.120, 0.122, 0.121, 0.097, 0.118, 0.115, 0.126, 0.123, 0.069, 0.088, 0.076, -0.116, -0.207, -0.213, -0.201, -0.034, -0.196, -0.190, -0.215, -0.147, 0.089, 0.090, 0.075, 0.115, 0.120, 0.113, 0.112, 0.062, 0.115, 0.104, 0.128, 0.117, 0.085, 0.088, 0.092, -0.101, -0.193, -0.239, -0.172, -0.053, -0.194, -0.203, -0.219, -0.118, 0.088, 0.084, 0.083, 0.111, 0.127, 0.087, 0.120, 0.092, 0.118, 0.117, 0.122, 0.119, 0.096, 0.090, 0.087, -0.062, -0.007, -0.013, -0.058, 0.003, 0.010, -0.044, 0.055, 0.054], "orbital_gap_ev": 8.6021, "relative_energy_kcal_mol": 80.6, "smiles": "COCCNCCOC.COCCNCCOC.COCCNCCOC.COCCNCCOC.O.O.O", "homo_energy_ev": -8.27, "lumo_energy_ev": 0.33}

Number 1: total energy -4568.71924 Ha. Number 2: total energy -2000.42583 Ha.